C3H4F3NO | ωB97M-V/def2-TZVPD

Properties
Energy relative to the best compared isomer or geometry (same formula, charge and spin)   127.9 kcal/mol
SMILES   [O-]/[N+](F)=C\F.C=CF
HOMO-LUMO gap   10.6 eV

Geometry as ORCA input:
```
! RIJCOSX wB97M-V def2-TZVPD def2/J DEFGRID3
* xyz 0 1
F 1.521 -1.519 0.484
F -2.306 1.116 0.803
F 1.576 1.765 -0.607
O 1.102 0.309 1.770
N 1.463 0.004 0.683
C -1.711 -0.031 0.486
C 1.777 0.486 -0.459
C -1.383 -0.322 -0.715
H -1.453 -0.445 1.406
H -0.788 -1.321 -0.991
H 1.844 -0.186 -1.303
H -1.643 0.141 -1.555
*
```